Entry 1:
Formula: C45H50N8O3STi
Source: OMol25
Level of theory: ωB97M-V/def2-TZVPD

Values from the calculation:
Electronic energy: -99491.7470 eV
F_max: 1.4 eV Å⁻¹
HOMO (alpha / beta): -0.002 / -0.046 Eh
LUMO energy (alpha / beta): 0.1469 / 0.1465 hartree
Energy above the lowest of the compared OMol25 structures with the same formula, charge and spin: 1.384 eV
Kohn-Sham gap (alpha / beta): 4.039 / 5.233 eV
⟨S²⟩: 2.068

The geometry in ORCA input format:
```
! wB97M-V def2-TZVPD RIJCOSX def2/J DEFGRID3
* xyz -2 3
Ti 0.499 0.427 0.003
C 0.333 0.140 4.359
C 0.572 0.463 2.920
N -0.216 0.086 1.944
N -1.239 -0.693 2.382
C -2.167 -1.048 1.504
N -3.106 -1.887 2.096
S -2.378 -0.630 -0.116
C 1.721 1.245 2.547
C 2.554 1.847 3.491
C 3.582 2.662 3.071
C 3.750 2.887 1.711
C 2.899 2.253 0.841
N 1.923 1.414 1.236
H -0.466 -0.584 4.438
H 0.046 1.038 4.920
H 1.243 -0.265 4.813
H -2.736 -2.389 2.890
H -3.584 -2.461 1.422
H 2.367 1.679 4.542
H 4.238 3.134 3.793
H 4.530 3.529 1.323
H 2.983 2.418 -0.215
C -6.175 0.811 -5.656
O -5.963 -0.244 -4.746
C -4.880 -1.059 -5.014
C -4.290 -1.710 -3.939
C -3.209 -2.559 -4.133
C -2.670 -2.787 -5.418
C -3.298 -2.126 -6.481
C -4.385 -1.273 -6.290
N -1.624 -3.672 -5.728
N -0.767 -4.069 -4.786
C -0.399 -3.318 -3.691
C 0.082 -4.046 -2.587
C 0.383 -3.461 -1.362
C 0.259 -2.097 -1.167
O 0.475 -1.483 0.014
C -0.066 -1.307 -2.275
N -0.047 0.059 -2.050
C -0.227 0.860 -3.080
C -0.456 0.398 -4.374
C -0.535 -0.961 -4.601
C -0.368 -1.868 -3.550
H -6.862 1.508 -5.181
H -6.622 0.467 -6.594
H -5.239 1.327 -5.888
H -4.677 -1.529 -2.940
H -2.753 -3.039 -3.276
H -2.904 -2.294 -7.479
H -4.834 -0.783 -7.147
H 0.149 -5.120 -2.715
H 0.702 -4.071 -0.523
H -0.165 1.918 -2.876
H -0.574 1.108 -5.182
H -0.700 -1.327 -5.605
C -4.824 2.000 -2.163
N -3.855 2.802 -1.433
C -4.107 2.724 0.007
C -2.506 2.349 -1.815
C -1.440 3.106 -1.048
C -1.486 4.487 -1.263
C -0.786 5.379 -0.468
C -0.091 4.858 0.613
C -0.014 3.478 0.778
C -0.583 2.504 -0.083
H -5.835 2.362 -1.960
H -4.781 0.929 -1.902
H -4.636 2.087 -3.236
H -5.159 2.962 0.186
H -3.494 3.458 0.533
H -3.893 1.734 0.426
H -2.431 2.549 -2.889
H -2.385 1.282 -1.663
H -2.137 4.858 -2.049
H -0.813 6.445 -0.663
H 0.412 5.513 1.320
H 0.528 3.155 1.657
C 2.812 0.730 -3.960
C 3.371 1.871 -3.103
C 2.267 2.833 -2.640
C 4.221 1.340 -1.958
C 5.522 1.821 -1.823
C 6.396 1.340 -0.852
C 5.962 0.272 -0.075
C 4.676 -0.255 -0.179
C 4.391 -1.552 0.564
C 3.894 -2.644 -0.388
C 3.459 -1.420 1.771
C 3.726 0.371 -1.041
O 2.451 0.075 -0.999
H 2.203 0.052 -3.360
H 3.631 0.152 -4.397
H 2.190 1.119 -4.772
H 4.054 2.447 -3.732
H 1.606 2.361 -1.916
H 1.650 3.161 -3.482
H 2.700 3.723 -2.171
H 5.855 2.595 -2.509
H 7.396 1.743 -0.744
H 6.651 -0.199 0.621
H 5.365 -1.875 0.941
H 2.966 -2.342 -0.862
H 3.711 -3.576 0.159
H 4.631 -2.844 -1.172
H 2.434 -1.269 1.440
H 3.757 -0.587 2.418
H 3.479 -2.341 2.364
*
```



Entry 2:
Formula: C45H51GeN3Si2Tc
Source: OMol25
Level of theory: ωB97M-V/def2-TZVPD

Values from the calculation:
Electronic energy: -126427.5017 eV
F_max: 3.1 eV Å⁻¹
HOMO: -0.388 Eh
LUMO energy: -0.1340 hartree
Kohn-Sham gap: 6.910 eV

The geometry in ORCA input format:
```
! wB97M-V def2-TZVPD RIJCOSX def2/J DEFGRID3
* xyz 1 1
Tc 0.639 -0.636 0.632
C -1.504 -2.517 -0.494
N -0.041 -2.546 -0.219
C 0.639 -2.920 -1.482
C 0.228 -3.545 0.828
C -0.054 -4.881 0.605
C 0.277 -5.844 1.542
C 0.961 -5.454 2.679
C 1.226 -4.116 2.919
C 0.782 -3.115 2.048
N 0.924 -1.721 2.224
C 1.393 -1.084 3.390
C 1.559 -1.626 4.667
C 2.202 -0.911 5.667
C 2.656 0.374 5.439
C 2.341 0.992 4.236
C 1.701 0.284 3.240
N 1.076 0.945 2.089
C 1.803 2.131 1.594
C -0.232 1.411 2.629
H -1.814 -3.415 -1.033
H -1.752 -1.647 -1.099
H -2.058 -2.481 0.441
H 0.266 -3.871 -1.868
H 1.711 -3.000 -1.339
H 0.444 -2.139 -2.214
H -0.520 -5.188 -0.323
H 0.040 -6.884 1.367
H 1.297 -6.191 3.396
H 1.835 -3.865 3.768
H 1.151 -2.591 4.914
H 2.346 -1.372 6.636
H 3.190 0.921 6.204
H 2.585 2.037 4.102
H 1.817 2.932 2.337
H 1.294 2.492 0.703
H 2.823 1.867 1.331
H -0.070 2.166 3.403
H -0.777 0.583 3.077
H -0.838 1.836 1.836
C 3.609 -2.682 0.452
Si 3.033 -0.893 0.088
C 4.334 0.035 1.142
C 3.471 -0.374 -1.678
C 4.794 -0.639 -2.048
C 5.287 -0.283 -3.290
C 4.447 0.338 -4.203
C 3.138 0.609 -3.846
C 2.631 0.276 -2.584
Si 0.817 0.787 -2.389
C 0.783 2.636 -2.770
C -0.037 -0.250 -3.738
H 4.550 -2.868 -0.071
H 2.928 -3.494 0.196
H 3.816 -2.763 1.523
H 5.258 -0.545 1.104
H 4.062 0.121 2.195
H 4.563 1.029 0.754
H 5.458 -1.138 -1.350
H 6.318 -0.492 -3.545
H 4.811 0.608 -5.186
H 2.493 1.093 -4.573
H 1.555 2.891 -3.496
H 0.962 3.229 -1.871
H -0.176 2.949 -3.181
H -0.210 0.355 -4.630
H -0.998 -0.663 -3.436
H 0.619 -1.071 -4.033
C -0.124 0.471 -0.716
Ge -1.945 1.359 -0.813
C -3.067 0.710 -2.302
C -2.940 1.172 -3.611
C -3.782 0.711 -4.611
C -4.771 -0.216 -4.315
C -4.917 -0.676 -3.015
C -4.068 -0.218 -2.017
C -1.937 3.336 -0.778
C -1.447 4.006 0.340
C -1.515 5.388 0.433
C -2.088 6.123 -0.594
C -2.593 5.468 -1.707
C -2.518 4.085 -1.797
C -3.024 0.890 0.779
C -4.077 1.740 1.112
C -4.961 1.409 2.129
C -4.811 0.215 2.820
C -3.767 -0.642 2.499
C -2.882 -0.299 1.488
H -2.172 1.896 -3.856
H -3.668 1.074 -5.625
H -5.424 -0.579 -5.098
H -5.698 -1.385 -2.773
H -4.193 -0.580 -1.003
H -1.020 3.448 1.165
H -1.130 5.888 1.313
H -2.152 7.201 -0.520
H -3.056 6.035 -2.504
H -2.932 3.587 -2.665
H -4.205 2.669 0.567
H -5.770 2.083 2.378
H -5.507 -0.051 3.605
H -3.650 -1.576 3.035
H -2.051 -0.956 1.247
*
```



Entry 3:
Formula: C45H51N9O15
Source: OMol25
Level of theory: ωB97M-V/def2-TZVPD

Values from the calculation:
Electronic energy: -91594.7098 eV
F_max: 4.3 eV Å⁻¹
HOMO: -0.334 Eh
LUMO energy: -0.0317 hartree
SMILES: O=[N+]([O-])c1ccccc1.O=[N+]([O-])c1ccccc1.O=[N+]([O-])c1ccccc1.O=[N+]([O-])c1ccccc1.O=[N+]([O-])c1ccccc1.O=[N+]([O-])c1ccccc1.CN(C)C=O.CN(C)C=O.CN(C)C=O
Energy above the lowest of the compared OMol25 structures with the same formula, charge and spin: 3.713 eV
Kohn-Sham gap: 8.226 eV

The geometry in ORCA input format:
```
! wB97M-V def2-TZVPD RIJCOSX def2/J DEFGRID3
* xyz 0 1
O 2.198 4.201 -7.840
N 2.264 3.176 -7.204
O 1.327 2.810 -6.543
C 3.506 2.417 -7.211
C 3.809 1.466 -6.185
C 5.063 0.957 -6.112
C 6.033 1.317 -7.063
C 5.713 2.186 -8.082
C 4.461 2.748 -8.155
H 3.134 1.075 -5.438
H 5.284 0.191 -5.384
H 7.051 0.969 -6.971
H 6.472 2.393 -8.822
H 4.111 3.420 -8.925
O 6.091 3.783 -2.457
N 5.585 3.212 -1.454
O 4.451 3.471 -1.006
C 6.428 2.231 -0.755
C 7.600 1.684 -1.360
C 8.477 0.948 -0.567
C 8.134 0.631 0.754
C 6.972 1.110 1.321
C 6.130 1.895 0.634
H 7.834 1.909 -2.390
H 9.398 0.503 -0.913
H 8.761 -0.047 1.315
H 6.609 1.036 2.335
H 5.189 2.141 1.102
O 4.527 -3.144 0.231
N 5.175 -3.848 -0.525
O 5.273 -3.693 -1.767
C 5.967 -4.980 0.063
C 6.183 -5.087 1.446
C 6.855 -6.223 1.900
C 7.211 -7.256 1.038
C 7.087 -7.120 -0.293
C 6.481 -5.951 -0.792
H 5.753 -4.316 2.068
H 7.108 -6.210 2.950
H 7.435 -8.192 1.529
H 7.307 -7.938 -0.963
H 6.245 -5.927 -1.846
O 0.069 -5.301 -2.429
N -1.134 -5.196 -2.764
O -1.513 -4.477 -3.653
C -2.130 -6.043 -2.054
C -1.662 -7.063 -1.197
C -2.607 -7.882 -0.510
C -3.959 -7.765 -0.800
C -4.368 -6.779 -1.646
C -3.499 -5.890 -2.222
H -0.605 -7.279 -1.146
H -2.170 -8.705 0.036
H -4.707 -8.430 -0.396
H -5.417 -6.728 -1.898
H -3.802 -5.074 -2.862
O -6.157 -6.507 4.434
N -6.751 -5.700 5.144
O -7.451 -6.050 6.090
C -6.517 -4.324 4.827
C -5.910 -3.926 3.615
C -5.784 -2.648 3.175
C -6.197 -1.698 4.088
C -6.877 -2.036 5.275
C -6.990 -3.321 5.655
H -5.836 -4.686 2.851
H -5.462 -2.227 2.234
H -6.070 -0.658 3.824
H -7.206 -1.190 5.860
H -7.427 -3.588 6.605
O -1.095 7.468 2.949
N -0.682 7.797 4.043
O -0.155 7.008 4.755
C -0.890 9.158 4.555
C -1.803 10.061 3.956
C -2.151 11.278 4.603
C -1.326 11.684 5.660
C -0.395 10.850 6.237
C -0.201 9.585 5.681
H -2.347 9.709 3.093
H -2.894 11.994 4.283
H -1.580 12.562 6.235
H 0.214 11.190 7.062
H 0.671 9.045 6.020
C -1.125 -3.535 4.765
N -0.501 -4.856 4.395
C 0.698 -4.899 3.569
C -1.081 -6.068 4.780
O -0.565 -7.158 4.494
H -0.381 -2.968 5.323
H -2.062 -3.524 5.322
H -1.491 -2.973 3.905
H 1.454 -4.246 4.005
H 1.124 -5.902 3.532
H 0.569 -4.413 2.602
H -1.888 -5.825 5.489
C -5.681 6.364 -5.191
N -6.915 5.474 -5.158
C -7.827 5.960 -6.171
C -7.204 4.577 -4.202
O -8.328 4.072 -4.070
H -5.288 6.534 -4.189
H -5.838 7.428 -5.369
H -4.928 5.953 -5.864
H -8.770 5.414 -6.160
H -8.035 7.027 -6.091
H -7.328 5.770 -7.121
H -6.354 4.191 -3.618
C -0.203 1.450 0.718
N -1.471 1.470 -0.006
C -1.533 0.416 -1.085
C -2.586 2.179 0.436
O -3.711 2.059 -0.073
H 0.033 0.505 1.209
H -0.206 2.296 1.405
H 0.600 1.780 0.059
H -1.310 -0.595 -0.745
H -2.596 0.420 -1.324
H -0.850 0.741 -1.870
H -2.344 2.715 1.367
*
```



Entry 4:
Formula: C45H52FN3O13
Source: OMol25
Level of theory: ωB97M-V/def2-TZVPD

Values from the calculation:
Electronic energy: -81310.9688 eV
F_max: 2.5 eV Å⁻¹
HOMO: -0.337 Eh
LUMO energy: -0.0347 hartree
SMILES: C#Cc1cc2c(c(CCCCOC=O)c1CN)C(=O)c1cc(C(=O)NC(=O)F)c(CCCCCN)c(CC(=O)c3ccccc3)c1C2=O.CCOC(=O)OC.CCOC(=O)OC
Kohn-Sham gap: 8.232 eV

The geometry in ORCA input format:
```
! wB97M-V def2-TZVPD RIJCOSX def2/J DEFGRID3
* xyz 0 1
C -3.915 4.349 3.808
C -3.242 3.349 3.714
C -2.508 2.130 3.299
C -1.144 2.070 3.703
C -0.333 0.997 3.344
C -0.916 -0.055 2.563
C -2.260 0.001 2.163
C -2.858 -1.115 1.284
C -2.744 -0.612 -0.218
C -2.625 -1.833 -1.189
C -1.631 -1.597 -2.364
O -1.469 -2.851 -3.073
C -0.428 -3.580 -2.589
O -0.502 -4.759 -2.387
C -3.111 1.105 2.518
C -4.564 1.184 2.044
N -5.522 1.712 3.056
C 0.048 -1.194 2.194
O -0.225 -2.367 2.232
C 1.458 -0.708 1.804
C 2.157 -1.240 0.727
C 3.453 -0.738 0.374
C 4.104 -1.370 -0.858
O 5.217 -1.787 -0.921
N 3.252 -1.409 -2.078
C 3.018 -0.065 -2.525
O 3.918 0.557 -2.989
F 1.769 0.450 -2.403
C 4.020 0.302 1.137
C 5.393 0.870 0.742
C 6.608 0.020 1.208
C 7.891 0.939 1.088
C 8.090 1.548 -0.355
C 7.901 3.095 -0.445
N 6.505 3.539 -0.576
C 3.309 0.858 2.254
C 3.908 1.981 3.101
C 3.340 3.365 2.652
O 2.388 3.447 1.921
C 4.112 4.593 3.190
C 3.478 5.609 3.926
C 4.288 6.673 4.389
C 5.673 6.690 4.126
C 6.309 5.659 3.391
C 5.508 4.601 2.917
C 2.039 0.356 2.569
C 1.157 0.900 3.711
O 1.578 1.207 4.797
H -4.416 5.288 4.011
H -0.749 2.899 4.306
H -3.898 -1.370 1.548
H -2.278 -2.052 1.324
H -3.644 -0.015 -0.455
H -1.834 0.018 -0.339
H -3.616 -2.022 -1.644
H -2.301 -2.756 -0.670
H -0.655 -1.180 -2.030
H -2.101 -0.906 -3.094
H 0.569 -3.098 -2.409
H -4.973 0.227 1.675
H -4.599 1.877 1.166
H -6.451 1.344 2.848
H -5.616 2.702 2.831
H 1.698 -2.037 0.122
H 2.323 -1.760 -1.821
H 5.413 0.991 -0.359
H 5.497 1.883 1.162
H 6.527 -0.347 2.248
H 6.804 -0.822 0.512
H 8.810 0.421 1.416
H 7.735 1.795 1.789
H 9.154 1.355 -0.627
H 7.454 0.991 -1.070
H 8.417 3.405 -1.385
H 8.447 3.629 0.365
H 6.197 4.122 0.190
H 6.306 3.950 -1.477
H 5.014 1.991 3.034
H 3.681 1.856 4.179
H 2.401 5.521 4.107
H 3.837 7.501 4.947
H 6.268 7.531 4.510
H 7.388 5.668 3.188
H 5.963 3.764 2.362
C -10.055 3.219 -2.287
C -8.546 3.083 -2.296
O -8.060 2.515 -1.071
C -8.247 1.202 -0.931
O -8.769 0.468 -1.727
O -7.774 0.842 0.268
C -8.012 -0.529 0.592
H -10.382 3.787 -1.414
H -10.399 3.727 -3.189
H -10.541 2.246 -2.236
H -8.093 4.071 -2.375
H -8.198 2.499 -3.150
H -7.628 -1.193 -0.182
H -9.078 -0.696 0.743
H -7.490 -0.745 1.523
C -1.273 -10.477 -5.335
C -2.448 -9.856 -6.063
O -2.978 -8.734 -5.347
C -2.253 -7.613 -5.416
O -1.222 -7.471 -6.022
O -2.858 -6.683 -4.678
C -2.129 -5.454 -4.576
H -1.552 -10.738 -4.312
H -0.935 -11.378 -5.851
H -0.435 -9.784 -5.272
H -3.257 -10.584 -6.132
H -2.184 -9.568 -7.082
H -1.887 -5.056 -5.563
H -1.225 -5.604 -3.991
H -2.760 -4.736 -4.061
*
```